# 1
# C16H17ClN3O6S

A 2-piece molecular cluster, C16H17ClN3O6S overall at a distorted geometry (the ωB97M-V functional and the def2-TZVPD basis, the Open Molecules 2025 dataset).

Geometry as XYZ:
```
44
Properties=species:S:1:pos:R:3:forces:R:3
O 0.72789 2.90990 -0.45511 -0.70 0.03 -0.12
O 3.88563 -6.71474 2.05658 0.14 -0.48 -0.06
O 0.04022 -1.72787 -0.03230 -0.52 -0.70 0.03
O -0.61534 -5.17515 1.74979 0.51 0.03 -0.27
O 2.12298 -1.11583 0.24760 1.12 0.25 0.02
Cl -3.23005 6.91073 0.16920 0.03 -0.17 -0.41
O 1.34856 0.46470 -1.78869 -1.40 1.69 -0.91
S -1.60816 3.42162 -3.53591 -0.19 0.58 0.49
C -0.01714 2.52010 -1.34670 3.10 -1.58 0.55
C 3.45255 -5.57126 2.03643 1.11 -0.33 0.39
C 1.24403 -1.99734 0.14115 -0.92 0.51 -0.27
C 0.01493 -4.16182 2.05061 -0.12 -1.21 -0.27
C -1.02654 3.44892 -1.87264 -1.81 1.11 -0.05
C -1.61491 4.45771 -1.13905 0.30 -0.59 -0.81
C -4.21767 6.58488 -3.73426 0.65 -0.78 0.11
C -4.13798 7.01811 -2.40303 0.38 -0.23 0.57
C -3.46695 5.47894 -4.15469 -0.26 0.31 -0.01
C -3.30741 6.35847 -1.48716 -0.63 0.39 -0.98
C -2.63624 4.82119 -3.24036 -0.23 -0.07 -0.55
C -2.55136 5.25999 -1.92005 0.91 -0.51 1.33
N 0.17919 1.28520 -1.95038 -0.05 0.42 0.60
N -0.59880 -3.21104 2.76468 0.28 0.98 0.64
N 2.17887 -5.33166 1.73759 -1.63 0.88 0.16
C 4.37407 -4.41808 2.38075 -0.32 -0.04 -0.27
C -0.03084 -1.97061 3.29518 0.12 -0.12 -0.57
C 1.66472 -3.46470 0.23167 -0.19 0.08 -0.12
C 1.50424 -4.02609 1.65510 0.26 0.10 -0.23
H 1.40668 -0.00953 -0.90777 -0.57 0.24 0.32
H -1.37926 4.64104 -0.09321 -0.02 -0.13 -0.31
H -4.86243 7.10343 -4.43777 0.10 -0.08 0.12
H -4.71966 7.87160 -2.07065 0.07 -0.10 -0.01
H -3.52637 5.13017 -5.18106 -0.02 0.08 0.10
H -0.47460 1.03356 -2.68494 0.56 -0.61 0.22
H -1.58445 -3.36670 2.89669 0.06 -0.12 -0.12
H 1.60360 -6.13688 1.54131 -0.07 -0.05 -0.02
H 4.38033 -3.69880 1.56323 0.00 0.25 0.11
H 5.37998 -4.80403 2.53280 -0.16 -0.07 0.00
H 4.02199 -3.93849 3.29136 0.04 0.22 0.03
H -0.78897 -1.43714 3.86836 0.01 -0.18 -0.02
H 0.29245 -1.31988 2.48008 0.00 0.02 0.05
H 0.81851 -2.18634 3.94384 -0.02 0.06 0.10
H 2.70734 -3.54706 -0.07977 0.02 -0.03 0.23
H 1.06660 -4.05934 -0.46127 -0.10 -0.01 0.10
H 1.97981 -3.32989 2.34276 0.16 -0.02 0.10
```
Forces are in eV/Å.

Frontier orbital gap   7.40 eV
Charge   -1
Spin multiplicity   1

***

# 2
# C16H17CoN3O6Se

C16H17CoN3O6Se as an isolated structure (the ωB97M-V functional and the def2-TZVPD basis, the Open Molecules 2025 dataset).

Geometry as XYZ:
```
44
Properties=species:S:1:pos:R:3:forces:R:3
Co 1.15551 0.67756 -1.46082 0.03 -0.13 0.17
O 3.49431 0.32440 -3.04081 -0.02 -0.02 0.06
N 2.50562 -0.01578 -2.59525 -0.05 0.02 -0.06
N 1.31228 -0.73860 -0.18159 0.02 0.09 -0.16
C 0.77503 -1.45448 0.69318 -0.05 -0.03 0.02
C 0.29765 -2.82387 0.35756 0.05 0.02 0.04
C 0.41631 -3.84248 1.29790 0.00 0.00 0.01
C 0.00732 -5.12619 0.97343 -0.01 0.00 -0.02
C -0.53195 -5.38396 -0.27979 0.00 0.02 0.01
C -0.66051 -4.36087 -1.21058 0.00 0.00 0.01
C -0.24173 -3.07748 -0.90036 -0.02 0.01 -0.04
C 0.63688 -0.92196 2.07812 0.02 -0.01 0.02
C -0.58154 -1.05097 2.73589 -0.05 -0.01 0.01
C -0.72300 -0.52877 4.01092 0.03 0.01 0.00
C 0.34642 0.10683 4.62961 0.00 0.00 -0.02
C 1.55953 0.23642 3.96809 -0.03 -0.01 0.01
C 1.70373 -0.27107 2.68635 0.02 0.01 -0.02
H 0.83035 -3.62962 2.27521 0.00 0.00 0.00
H 0.10365 -5.92262 1.69934 0.00 0.00 0.00
H -0.86218 -6.38437 -0.52802 0.00 0.00 0.00
H -1.09976 -4.56015 -2.17895 0.00 0.00 0.00
H -0.36727 -2.26152 -1.60253 0.00 -0.01 0.01
H -1.41629 -1.51534 2.22824 0.01 0.00 -0.01
H -1.67372 -0.61208 4.52033 0.00 0.00 0.00
H 0.23223 0.50581 5.62917 0.00 0.00 0.00
H 2.39173 0.73264 4.44955 0.00 0.00 0.00
H 2.64393 -0.17803 2.15808 0.00 0.00 0.00
O -2.54951 1.75051 -1.61970 0.01 -0.05 0.03
Se -1.51936 0.65118 -1.04975 0.02 0.05 -0.02
O -2.10829 -0.43240 -0.01883 0.03 -0.01 -0.03
O -0.63498 -0.06059 -2.28732 0.02 -0.01 0.03
O -0.18017 1.46380 -0.35763 -0.03 -0.01 -0.01
C -1.67570 4.38599 -2.74764 0.01 0.06 0.01
N -0.33452 3.95555 -2.38148 -0.01 0.03 -0.03
C 0.35317 4.73006 -1.36277 0.00 -0.01 0.02
C 0.13614 2.81212 -2.80649 0.00 -0.02 -0.01
O 1.26249 2.34692 -2.47840 0.02 0.07 -0.04
H -1.63903 5.40533 -3.13327 0.01 0.00 -0.01
H -2.32088 4.33532 -1.87192 0.01 -0.01 0.00
H -2.08219 3.71649 -3.49909 0.00 -0.01 0.00
H 0.52938 5.74306 -1.72452 -0.01 0.01 -0.01
H 1.29733 4.25235 -1.12554 -0.01 0.00 -0.01
H -0.26987 4.76589 -0.46907 0.01 -0.01 0.01
H -0.51857 2.25498 -3.47884 -0.01 -0.01 0.02
```
Forces are in eV/Å.

<S²>   3.866
Frontier orbital gap (spin up / spin down)   7.90 / 8.04 eV
Spin multiplicity   4

***

# 3
# C16H17F2O5P

A 3-piece molecular cluster, C16H17F2O5P overall (the ωB97M-V functional and the def2-TZVPD basis, the Open Molecules 2025 dataset).

Geometry as XYZ:
```
41
Properties=species:S:1:pos:R:3:forces:R:3
O 0.59934 0.70875 -2.67939 -0.05 -0.17 0.40
C -0.38814 0.59529 -3.32755 -0.19 -0.03 -0.23
C -1.53263 1.54608 -3.56171 0.05 -0.16 -0.25
C -1.49610 1.53349 -5.09241 0.29 -0.43 0.25
C -1.24582 0.02397 -5.35257 -0.12 -0.10 0.09
P -0.07895 -0.30404 -6.75379 0.52 -0.43 0.48
O 1.28186 -0.61663 -6.30003 -0.41 0.28 -0.14
O -0.21244 0.93604 -7.73606 0.06 0.24 -0.02
O -0.81345 -1.41749 -7.62719 -0.10 -0.12 0.25
O -0.64204 -0.48583 -4.14145 0.45 0.17 -0.37
H -2.43234 1.01232 -3.24331 -0.07 0.34 0.25
H -1.40602 2.50428 -3.06861 -0.04 -0.01 -0.08
H -0.59435 2.05886 -5.41528 -0.31 0.36 -0.12
H -2.39009 1.91459 -5.57769 0.13 0.02 -0.10
H -2.16395 -0.54491 -5.51938 -0.06 0.17 -0.01
H 0.57197 1.49997 -7.64511 -0.15 -0.12 -0.17
H -0.82883 -2.24272 -7.11507 0.00 0.03 -0.34
F -2.11062 -0.31954 4.05341 0.00 -0.01 0.00
C -1.62453 -0.30484 2.79132 0.01 0.00 -0.05
C -1.00941 -1.43921 2.30202 0.01 -0.10 0.04
C -0.51965 -1.41928 1.00362 -0.02 0.06 0.00
C -0.64168 -0.27689 0.22377 -0.06 -0.05 0.02
C -1.26096 0.84978 0.74669 0.01 -0.03 0.00
C -1.76308 0.84368 2.04054 -0.03 0.08 0.01
H -0.91948 -2.31674 2.92882 -0.03 0.01 0.01
H -0.03838 -2.30013 0.60062 0.02 -0.01 0.00
H -0.25665 -0.26209 -0.78423 0.08 -0.01 0.07
H -1.35086 1.74490 0.14505 0.01 0.01 0.00
H -2.25222 1.70925 2.46624 0.01 -0.01 0.02
F 3.96283 -1.19769 4.00847 0.00 0.00 -0.01
C 3.12413 -0.81487 4.99332 -0.03 0.01 0.03
C 3.65350 -0.47601 6.22182 0.07 0.00 0.03
C 2.78529 -0.08211 7.22979 -0.04 0.00 -0.02
C 1.41733 -0.03693 7.00002 -0.01 0.00 0.01
C 0.91175 -0.38518 5.75460 0.03 0.01 0.04
C 1.76872 -0.77656 4.73592 -0.03 -0.02 -0.07
H 4.72256 -0.52284 6.37809 0.00 0.00 -0.02
H 3.18186 0.19084 8.19854 0.01 0.00 0.01
H 0.74559 0.26935 7.79043 -0.01 0.00 0.00
H -0.15362 -0.35311 5.57232 -0.01 0.01 -0.02
H 1.39955 -1.04579 3.75538 0.02 0.01 -0.01
```
Forces are in eV/Å.

Frontier orbital gap   9.41 eV
SMILES   O=C1CC[C@@H](P(=O)(O)O)O1.Fc1ccccc1.Fc1ccccc1
Spin multiplicity   1

***

# 4
# C16H17F3N2O5

One molecule with the formula C16H17F3N2O5 at a distorted geometry (the ωB97M-V functional and the def2-TZVPD basis, the Open Molecules 2025 dataset).

Geometry as XYZ:
```
43
Properties=species:S:1:pos:R:3:forces:R:3
O -3.05456 0.88313 1.02113 0.99 0.13 -0.62
C -2.36927 0.48814 0.07902 -1.84 -2.83 4.16
N -2.40372 1.08956 -1.12391 1.55 1.90 -1.97
C -1.70309 2.40379 -1.14417 2.58 -1.35 -1.23
C -2.62561 3.66664 -0.96169 -1.66 0.16 1.68
F -3.55493 3.74576 -1.95693 0.92 -0.50 1.49
F -3.23293 3.55689 0.33320 0.91 -0.01 -3.18
F -2.00832 4.84532 -0.92194 0.42 -0.81 -0.36
O -0.59942 2.48215 -0.18170 -1.19 0.08 -1.67
C 0.54851 2.42358 -0.94096 3.41 -1.00 0.34
C 1.83489 2.26790 -0.34458 -0.21 1.27 -2.62
C 2.99122 2.35497 -1.25642 -2.13 -0.31 1.74
C 2.79650 2.31626 -2.64276 -0.21 0.45 3.17
C 1.52259 2.29551 -3.18319 -1.63 -0.02 -0.80
C 0.37175 2.36625 -2.35383 0.95 0.19 3.51
O -1.00068 2.34289 -2.45422 -1.96 0.85 -1.31
N -1.73398 -0.76145 0.17592 0.11 0.96 -1.59
C -1.97455 -1.58832 1.36028 2.60 2.84 0.69
C -0.64571 -1.54151 2.22112 -1.06 -2.77 -1.00
C 0.57626 -2.03859 1.41329 -0.82 0.04 -1.65
C 0.63658 -1.38576 -0.00203 3.29 1.91 1.34
C -0.60590 -1.18662 -0.73237 -3.34 -0.96 0.58
O 1.74651 -2.09611 2.27274 -0.78 2.05 -0.18
C 1.81160 -3.40143 2.86802 -1.99 1.47 -0.42
C 1.36740 -4.10163 1.64797 -0.54 -3.70 -1.01
O 0.45660 -3.32987 0.81958 0.51 -1.75 3.86
H -1.95531 0.46074 -1.80049 -0.35 0.97 -0.10
H 1.87958 2.26292 0.73551 0.38 -0.01 -0.01
H 3.98204 2.49303 -0.79917 -0.49 -0.37 -0.41
H 3.70150 2.40327 -3.17665 0.45 -0.09 -1.25
H 1.54528 2.24277 -4.26825 -0.87 0.04 0.11
H -2.72762 -1.10901 1.98158 -0.31 -0.28 -0.40
H -2.17715 -2.56278 1.05219 -0.55 -1.70 -0.33
H -0.87625 -2.28086 3.02378 0.66 0.79 0.01
H -0.45538 -0.54763 2.55185 0.06 0.68 0.53
H 1.28277 -1.97904 -0.66176 0.15 0.16 0.53
H 1.08736 -0.41802 0.07557 0.54 0.90 0.16
H -0.87078 -2.11737 -1.27005 -0.29 0.27 0.36
H -0.48300 -0.44433 -1.49237 0.35 0.48 -0.39
H 2.78141 -3.52507 3.28805 1.01 -0.33 -0.39
H 1.11826 -3.67160 3.71217 0.12 1.12 -0.54
H 2.21113 -4.34062 0.99791 -0.07 -0.44 0.15
H 0.80842 -4.96386 2.03856 0.35 -0.48 -0.94
```
Forces are in eV/Å.

Frontier orbital gap   9.53 eV
SMILES   O=C(NC1(C(F)(F)F)Oc2ccccc2O1)N1CCC2(CC1)OCCO2
Spin multiplicity   1

***

# 5
# C16H17FeN4O4S3

C16H17FeN4O4S3 as an isolated structure at a distorted geometry (the ωB97M-V functional and the def2-TZVPD basis, the Open Molecules 2025 dataset).

Geometry as XYZ:
```
45
Properties=species:S:1:pos:R:3:forces:R:3
Fe -0.19972 -0.36606 -0.28415 -1.19 -0.30 -1.16
C -2.82541 2.58548 -1.68140 -0.07 -0.10 -0.01
C -1.94006 3.52274 -2.18438 0.08 0.03 -0.02
C -0.60391 3.18884 -2.32641 -0.13 -0.01 -0.03
C -0.19606 1.92582 -1.94199 0.11 -0.29 -0.07
N -1.05196 1.02805 -1.41512 -0.29 0.86 0.37
C -2.34317 1.35063 -1.29200 0.13 0.08 -0.12
C 1.13142 1.33728 -2.07215 0.45 -0.11 -0.17
C 2.20280 1.88009 -2.77402 -0.22 0.06 -0.01
C 3.35342 1.12906 -2.94859 0.04 0.01 -0.01
C 3.42115 -0.16607 -2.45689 -0.02 -0.21 0.01
C 2.36020 -0.71966 -1.73767 0.01 0.29 -0.26
C 1.23316 0.05474 -1.52246 0.12 0.15 0.71
H -3.87511 2.80558 -1.55996 -0.02 0.01 0.00
H -2.28565 4.50860 -2.46426 -0.02 0.01 0.00
H 0.11190 3.89734 -2.71560 0.03 -0.01 -0.03
H -2.98879 0.59814 -0.87076 -0.04 -0.05 0.09
H 2.12993 2.87109 -3.20656 0.02 -0.01 0.02
H 4.18978 1.54696 -3.49238 0.02 -0.01 -0.01
H 4.30733 -0.76447 -2.62958 0.01 0.01 -0.01
H 2.42609 -1.73551 -1.36775 0.04 -0.03 0.04
O -2.44050 -3.27857 0.08989 -0.13 -0.15 0.04
N -1.70720 -2.36705 -0.13661 0.18 0.14 -0.08
O -2.00419 -1.39570 -0.89702 0.06 -0.25 -0.07
O -0.54386 -2.27508 0.38554 0.32 -0.14 0.39
S 2.56097 -3.75849 0.18774 0.01 0.00 -0.11
C 2.05115 -2.66244 1.30987 0.05 0.35 0.02
N 2.13426 -1.26816 1.23371 0.06 -0.52 0.26
C 2.06733 -0.76055 2.61187 -0.01 0.19 -0.03
C 1.11063 -1.76597 3.23920 0.08 0.03 0.09
N 1.48842 -2.95739 2.49707 -0.13 -0.19 -0.09
H 2.86507 -0.92149 0.62994 0.03 0.00 0.07
H 1.68487 0.25386 2.63846 0.02 0.02 0.04
H 3.05040 -0.80605 3.09135 -0.02 -0.03 -0.01
H 0.06671 -1.48655 3.06880 0.01 -0.01 -0.07
H 1.29206 -1.90056 4.30401 -0.06 0.05 0.01
H 0.99911 -3.83452 2.56818 0.07 -0.01 0.10
C -3.64452 -0.74876 2.14928 0.06 -0.01 -0.09
O -2.31274 -0.33071 1.81235 0.02 0.00 0.10
C -2.00570 0.97324 1.86026 0.20 -0.13 -0.32
S -3.04724 2.15753 2.28730 0.06 0.04 0.09
S -0.34995 1.24082 1.34963 0.15 0.21 0.26
H -3.57994 -1.82969 2.24057 -0.05 0.02 -0.01
H -4.32805 -0.47413 1.34516 -0.03 0.02 0.05
H -3.96447 -0.28225 3.07749 -0.01 -0.03 0.01
```
Forces are in eV/Å.

<S²>   1.203
Frontier orbital gap (spin up / spin down)   6.86 / 7.47 eV
Spin multiplicity   2

***

# 6
# C16H17N

A 2-piece molecular cluster, C16H17N overall at a distorted geometry (the ωB97M-V functional and the def2-TZVPD basis, the Open Molecules 2025 dataset).

Geometry as XYZ:
```
34
Properties=species:S:1:pos:R:3:forces:R:3
C -3.62379 -0.67284 3.61948 -2.79 -2.05 -1.94
C -0.14263 0.02423 2.54813 3.37 0.02 -2.26
C -1.25101 -0.74646 2.74806 -1.27 -1.38 -0.38
C 0.05287 1.35985 2.94083 -3.78 -2.18 1.32
C -2.29753 -0.15127 3.38517 -0.23 2.14 2.14
C -1.04441 1.87000 3.70284 2.46 2.35 -1.53
C -2.14966 1.11494 3.97318 -1.24 0.85 0.03
H 0.60560 -0.40826 1.83315 -0.42 0.42 0.88
H -1.43170 -1.78925 2.33559 0.74 1.50 0.31
H 0.84079 1.96352 2.60666 1.01 0.54 -0.32
H -0.97862 2.99772 3.76038 -0.51 -1.32 0.90
H -4.07880 -1.01096 2.63345 0.65 -0.09 0.88
H -4.41077 0.06736 3.89808 1.00 -0.54 0.56
H -3.05808 1.56257 4.50387 1.54 -0.56 -0.79
H -3.56572 -1.57602 4.24158 -0.54 0.31 0.17
C -1.00293 -0.49062 -3.66060 -1.79 -0.64 -0.57
C 1.20357 -0.16899 -2.51019 1.30 -0.71 -2.06
C 0.41972 -0.81487 -3.51611 1.74 -0.42 -0.29
C 2.58688 -0.38307 -2.81700 -1.98 -1.42 0.10
C 1.29524 -1.62479 -4.28928 -1.66 1.55 1.21
C 1.76603 0.86699 -0.43739 3.01 1.14 0.67
C 3.10843 0.71218 -0.78819 0.62 0.33 2.26
C 0.84840 0.55944 -1.37927 -5.00 0.85 -0.69
C 3.56901 0.12960 -1.94246 0.41 -1.12 -2.20
N 2.56201 -1.32645 -3.84281 1.87 0.24 0.06
H 1.58411 1.41159 0.47296 -0.43 0.01 0.20
H 3.95458 0.92031 -0.11683 -0.74 0.36 0.34
H -0.24996 0.91907 -1.36463 1.73 -0.61 0.49
H 4.62655 0.02826 -2.13261 0.15 -0.05 -0.05
H -1.55691 -1.01715 -2.82096 0.12 1.09 -0.67
H -1.49664 -0.87338 -4.61893 0.83 0.39 1.06
H 1.07716 -2.25424 -5.12214 0.16 -0.13 -0.43
H 3.36963 -1.83228 -4.17877 -0.11 0.31 0.22
H -1.13143 0.63329 -3.66527 -0.19 -1.18 0.36
```
Forces are in eV/Å.

<S²>   0.768
Frontier orbital gap (spin up / spin down)   2.14 / 5.85 eV
Charge   -1
Spin multiplicity   2

***

Which formula does entry 5 have? C16H17FeN4O4S3

***

The highest spin multiplicity belongs to which entry? C16H17CoN3O6Se

***

What is the formula in the fourth record? C16H17F3N2O5

***

What is the spin multiplicity in the sixth record? 2